Run w
C4H5N3 | the ωB97M-V functional and the def2-TZVPD basis

```
12
Properties=species:S:1:pos:R:3:lowdin_charge:R:1
C -2.3193 -1.3472 0.1651 -0.100
N -1.0597 -1.2462 0.1784 0.013
C 1.2405 0.3949 0.1953 -0.127
C 1.6378 -0.2177 -1.0337 -0.260
N 1.9663 -0.7249 -2.0252 0.129
C 1.6355 1.5886 0.5821 -0.155
N 1.9210 2.6868 1.0300 0.162
H -2.8849 -1.8409 -0.6285 0.069
H 1.2705 3.3980 0.7111 0.085
H -2.8805 -0.9089 0.9926 0.064
H -0.6538 -1.6588 -0.6646 0.052
H 0.4861 -0.1026 0.8078 0.069
```

Computed properties:
Highest occupied orbital energy   -9.505 eV
SMILES   N#CC=C=N.C=N
Kohn-Sham gap   10.23 eV

***

Run x
C4H5N3 | the ωB97M-V functional and the def2-TZVPD basis

```
12
Properties=species:S:1:pos:R:3:lowdin_charge:R:1
N 2.2938 -0.3527 -0.1438 0.092
C 1.0814 -0.7275 -0.5211 -0.211
N 0.2118 -1.3404 0.1772 0.041
C -1.0574 -1.0512 0.3229 -0.204
C -1.5753 0.2416 0.1315 -0.092
C -0.8528 1.4998 0.0472 -0.300
N -0.2906 1.2504 -1.0399 0.166
H 2.9538 -0.0406 -0.8380 0.094
H 2.6005 -0.3457 0.8224 0.105
H -1.7481 -1.8719 0.4994 0.101
H -2.6485 0.3011 -0.0620 0.104
H -0.9687 2.4371 0.6042 0.104
```

Computed properties:
Highest occupied orbital energy (alpha / beta)   -7.636 / -7.554 eV
Kohn-Sham gap (alpha / beta)   7.44 / 7.66 eV

***

Run y
C4H5N3 | the ωB97M-V functional and the def2-TZVPD basis

```
12
Properties=species:S:1:pos:R:3:lowdin_charge:R:1
C -1.5273 0.2626 0.1520 -0.017
N -0.2731 -0.2896 -0.5889 0.075
C 0.8780 -0.6607 -0.1399 -0.057
C 1.8973 -1.2517 -0.9887 -0.120
N 2.7627 -1.7529 -1.5766 0.203
C 0.9306 1.3328 1.7620 -0.339
N 0.2590 1.9860 1.0513 -0.176
H -2.1204 -0.6303 0.3205 0.085
H -1.9999 0.9595 -0.5431 0.092
H -1.4135 0.8110 1.0987 0.046
H -0.3930 -0.4154 -1.5975 0.166
H 1.1363 -0.4589 0.9135 0.044
```

Computed properties:
Highest occupied orbital energy   -9.025 eV
Kohn-Sham gap   6.82 eV

***

Decreasing stability: run w, run y, run x

***

Run w
C4H5N3 | the ωB97M-V functional and the def2-TZVPD basis

```
12
Properties=species:S:1:pos:R:3:lowdin_charge:R:1
N -3.1570 0.7979 -0.0632 0.003
C 0.0394 0.4559 0.0305 0.004
C 1.1610 1.0519 0.1459 -0.073
N 2.4165 1.0041 0.2049 0.144
C 2.6865 -0.3428 0.0782 -0.175
N 1.7611 -1.2698 -0.0676 0.072
C 0.4666 -0.8962 -0.0934 -0.148
H -2.8358 0.4996 -0.9758 -0.005
H -3.6884 0.0484 0.3597 -0.001
H -2.3281 0.9775 0.4909 -0.042
H 3.7324 -0.6230 0.1051 0.119
H -0.2541 -1.7033 -0.2150 0.102
```

Computed properties:
Highest occupied orbital energy   -9.556 eV
SMILES   C1=C=NC=NC=1.N
Kohn-Sham gap   9.20 eV

***

Run x
C4H5N3 | the ωB97M-V functional and the def2-TZVPD basis

```
12
Properties=species:S:1:pos:R:3:lowdin_charge:R:1
C 3.0898 -0.8286 0.5653 0.055
C 2.5809 -0.1124 -0.3402 -0.310
C -1.7100 1.2673 0.1550 -0.034
C -0.0897 -0.9978 -0.1984 -0.050
N -0.4600 1.3282 -0.0090 0.003
N 1.5976 0.6778 -0.2823 0.085
N 0.3740 0.3462 -0.2761 -0.251
H -2.1324 2.2634 0.4186 0.079
H -2.3852 0.2880 0.3317 0.108
H 0.1477 -1.2775 0.8575 0.109
H -1.2621 -1.1768 -0.3018 0.104
H 0.2494 -1.7778 -0.9204 0.103
```

Computed properties:
Highest occupied orbital energy   -9.188 eV
Kohn-Sham gap   8.27 eV

***

Decreasing stability: run w, run x

***

Run w
C4H5N3 | the ωB97M-V functional and the def2-TZVPD basis

```
12
Properties=species:S:1:pos:R:3:lowdin_charge:R:1
C -2.4558 0.0092 0.1866 -0.086
C -1.0544 -0.5509 -0.0948 -0.192
C 2.1373 0.5661 -0.1567 -0.162
C 3.4616 0.0818 -0.0476 -0.172
H -2.5158 1.1623 0.1875 0.102
H -2.9737 -0.4471 -0.7667 0.098
H -3.0792 -0.4269 0.9478 0.049
H -0.8408 -1.5865 -0.4422 0.127
H 1.8503 1.6596 -0.1415 0.123
N -0.1494 0.3129 0.1414 -0.021
N 1.1003 -0.2766 -0.0677 -0.004
N 4.5196 -0.5040 0.2538 0.138
```

Computed properties:
Highest occupied orbital energy   -10.052 eV
SMILES   C/C=N/N=C/C#N
Kohn-Sham gap   9.22 eV

***

Run x
C4H5N3 | the ωB97M-V functional and the def2-TZVPD basis

```
12
Properties=species:S:1:pos:R:3:lowdin_charge:R:1
N 0.9839 1.8872 -0.8096 0.003
C 0.3703 0.8023 -0.3282 -0.196
C 1.1639 -0.3546 -0.2421 -0.221
N 0.5409 -1.4409 0.2372 -0.011
C -0.1273 -2.3259 0.5852 0.141
N -2.5538 -0.9317 1.0201 0.040
C -2.3302 0.1214 0.6041 -0.107
H 1.9502 1.9326 -1.1232 0.087
H 0.4672 2.7488 -0.8841 0.072
H 2.2133 -0.5092 -0.5036 0.094
H -0.6414 -3.0039 1.2306 0.081
H -2.0216 1.0653 0.2024 0.018
```

Computed properties:
Highest occupied orbital energy   -7.874 eV
Kohn-Sham gap   8.84 eV

***

Decreasing stability: run w, run x

***

Run w
C3H7NOS2 | the ωB97M-V functional and the def2-TZVPD basis

```
14
Properties=species:S:1:pos:R:3:lowdin_charge:R:1
C 1.3888 1.1804 1.6754 -0.457
C -0.3033 -0.1176 0.0193 -0.671
C -1.5503 -1.0559 -0.1662 -0.277
H 1.0913 2.0830 1.1205 0.047
H 2.1555 0.6502 1.0931 0.042
H 1.7588 1.4178 2.6535 0.029
H -1.9747 -1.1327 0.7959 0.072
H -2.1984 -0.5670 -0.9094 0.115
H -0.6001 -2.2871 -1.3241 0.074
H 0.6245 1.4533 -2.8985 -0.122
N 0.4403 0.4888 -0.8101 -0.394
O -1.1393 -2.3625 -0.5149 -0.062
S 0.0563 0.0691 1.7699 0.900
S 0.2506 0.1803 -2.5044 0.707
```

Computed properties:
Highest occupied orbital energy   -8.553 eV
SMILES   CS/C(CO)=N/S
Kohn-Sham gap   9.19 eV

***

Run x
C3H7NOS2 | the ωB97M-V functional and the def2-TZVPD basis

```
14
Properties=species:S:1:pos:R:3:lowdin_charge:R:1
S 1.5842 -1.4414 -0.5030 0.312
S 0.8316 -1.0809 1.3769 0.411
C -0.6274 0.0909 1.1728 -0.496
C -1.3188 0.0412 -0.1979 -0.172
C -1.2108 1.4924 -0.8216 -0.550
N 0.0336 1.9441 -1.0272 0.169
O -2.2532 2.1024 -0.9038 0.055
H 1.5987 -2.7689 -0.5390 -0.198
H -1.2662 -0.2818 1.9803 0.064
H -0.1922 1.0322 1.4531 0.050
H -2.3958 -0.0506 -0.0668 0.110
H -0.8920 -0.7739 -0.7822 0.048
H 0.8676 1.4065 -0.8589 0.079
H 0.2466 2.9308 -1.0955 0.119
```

Computed properties:
Highest occupied orbital energy   -8.888 eV
SMILES   NC(=O)CCSS
Kohn-Sham gap   9.22 eV

***

Decreasing stability: run x, run w

***

Run w
C3H7NOS2 | the ωB97M-V functional and the def2-TZVPD basis

```
14
Properties=species:S:1:pos:R:3:lowdin_charge:R:1
C -1.4764 -1.4418 0.1638 -0.295
C 0.8175 0.1700 -0.0356 -0.867
C -0.2238 1.1235 0.3856 -0.292
H -1.8970 -2.1983 -0.5520 0.037
H -1.7773 -0.2782 -0.0916 0.064
H -1.6255 -1.7062 1.2508 0.051
H -0.9547 0.9126 1.1950 0.125
H 0.2117 2.0554 0.6622 0.103
H -0.9478 2.3966 -1.2811 0.276
H 3.2853 -1.5247 -0.5396 -0.112
N 2.0033 0.6377 -0.0217 -0.457
O -1.2309 1.3439 -0.6564 -0.234
S 0.3653 -1.3583 -0.3551 0.924
S 3.4505 -0.1321 -0.1242 0.677
```

Computed properties:
Highest occupied orbital energy   -8.208 eV
Kohn-Sham gap   8.43 eV

***

Run x
C3H7NOS2 | the ωB97M-V functional and the def2-TZVPD basis

```
14
Properties=species:S:1:pos:R:3:lowdin_charge:R:1
C -1.4908 -1.0710 0.5042 -0.489
C 0.8544 0.1982 0.0211 -0.731
C 0.6255 0.9850 -1.2285 -0.333
H -2.1741 -2.1124 -0.5637 0.154
H -1.5275 0.1043 -0.0972 0.085
H -1.8200 -1.3736 1.8387 0.127
H 1.1202 0.4556 -2.1458 0.137
H 1.3109 1.8573 -0.9852 0.127
H -0.7040 0.5968 -2.7323 0.249
H 1.2772 -0.8407 3.0376 -0.061
N 1.1638 0.8118 1.1528 -0.471
O -0.6923 1.2082 -1.7082 -0.162
S 0.2671 -1.4172 0.2050 0.697
S 1.7894 0.5976 2.7014 0.671
```

Computed properties:
Highest occupied orbital energy   -8.602 eV
Kohn-Sham gap   8.23 eV

***

Decreasing stability: run w, run x

***

Run w
C3H7NOS2 | the ωB97M-V functional and the def2-TZVPD basis

```
14
Properties=species:S:1:pos:R:3:lowdin_charge:R:1
C -1.4068 0.9815 -0.7315 -0.429
C -0.7351 -1.1650 0.8818 -0.829
C 1.5846 -0.6242 -0.7308 -0.541
H -2.2325 1.6520 -1.0482 0.037
H -0.8267 0.6653 -1.6191 0.036
H -0.7887 1.5698 -0.0338 0.033
H -1.1264 -2.0380 1.4772 0.048
H -0.2392 -0.4619 1.5250 0.008
H 2.0173 -0.8343 -1.7129 0.076
H 1.9360 1.4804 1.2964 0.088
N 2.0123 0.4238 -0.2342 -0.053
O 1.4804 0.6935 1.0268 -0.090
S -2.1836 -0.4240 0.0987 0.746
S 0.5084 -1.9189 -0.1954 0.869
```

Computed properties:
Highest occupied orbital energy   -8.612 eV
SMILES   CSCS/C=N\O
Kohn-Sham gap   9.30 eV

***

Run x
C3H7NOS2 | the ωB97M-V functional and the def2-TZVPD basis

```
14
Properties=species:S:1:pos:R:3:lowdin_charge:R:1
C -1.9074 1.1822 1.3562 -0.475
C -0.0345 0.0818 -0.2299 -1.022
C 2.1767 -0.8819 0.5986 -0.111
H -2.0826 1.9227 2.1996 0.036
H -1.9096 1.7137 0.2499 0.019
H -2.8488 0.4974 1.2885 0.064
H 3.1181 -1.2325 0.0643 0.113
H 1.7624 -1.7922 1.2282 0.122
H 2.3208 0.0456 1.2772 0.092
H 0.9101 -0.4934 -2.2847 0.105
N 1.1750 -0.5828 -0.3609 -0.355
O 1.3409 -1.2260 -1.6106 -0.098
S -0.2735 0.3645 1.5502 0.828
S -1.0785 0.3189 -1.4852 0.682
```

Computed properties:
Highest occupied orbital energy   -8.771 eV
SMILES   CSC(=S)N(C)O
Kohn-Sham gap   9.36 eV

***

Decreasing stability: run w, run x